Entry 1:
The following is a DFT calculation (ωB97M-V/def2-TZVPD) of a structure of composition CHBr3S in a non-equilibrium geometry.

Last column: Löwdin charge in e.
CARTESIAN COORDINATES (ANGSTROEM)
C  4.410  0.539  0.232  -1.814
S  4.484  1.446  1.587  0.590
Br  4.358  0.948  -1.567  0.661
Br  4.455  -1.354  0.450  0.563
Br  -0.399  -1.105  -0.879  0.379
H  0.764  -1.558  -1.351  -0.378

Summary:
Multiplicity ... 1
Max |F| ... 2.75 eV/A
E ... -8158.8913 Eh
Energy relative to the best compared isomer or geometry (same formula, charge and spin) ... 11.6 kJ/mol
E_HOMO ... -9.503 eV

***

Entry 2:
The following is a DFT calculation (ωB97M-V/def2-TZVPD) of a cluster of 2 separate species, CHBrClNO2 in total in a non-equilibrium geometry.

Last column: Löwdin charge in e.
CARTESIAN COORDINATES (ANGSTROEM)
C  -0.619  0.067  0.338  -0.526
N  -0.378  0.581  1.548  -0.523
O  -1.362  0.857  2.192  0.032
O  0.826  0.765  1.820  0.082
Cl  -0.351  2.855  -0.821  -0.183
Br  -2.359  -0.186  -0.111  0.955
H  0.344  -0.263  -0.294  0.164

Summary:
Multiplicity ... 1
Max |F| ... 6.84 eV/A
E ... -3277.8896 Eh
Energy relative to the best compared isomer or geometry (same formula, charge and spin) ... 354.9 kJ/mol
E_HOMO (alpha / beta) ... -10.047 / -10.045 eV